#P
C27H63N9O9 | ωB97M-V/def2-TZVPD

Its SMILES is CNC(C)=O.CNC(C)=O.CNC(C)=O.CNC(C)=O.CNC(C)=O.CNC(C)=O.CNC(C)=O.CNC(C)=O.CNC(C)=O. As for the molar mass: 657.86 g mol⁻¹. The calculation puts the LUMO energy at 0.0 eV. The multiplicity is 1. The frontier orbital gap comes out at 8.7406 eV. The value obtained for the HOMO energy is -8.7649 eV.

Element x y z (Å)
1 C -0.059 5.679 0.595
2 N 0.024 4.753 1.696
3 C -1.008 4.186 2.347
4 C -0.684 3.058 3.258
5 O -2.155 4.604 2.225
6 H -1.071 5.657 0.189
7 H 0.630 5.439 -0.215
8 H 0.161 6.701 0.914
9 H 0.942 4.379 1.887
10 H 0.265 3.210 3.772
11 H -0.706 2.124 2.696
12 H -1.411 2.966 4.064
13 C 0.745 -6.355 -3.530
14 N 0.342 -5.423 -2.520
15 C 1.036 -5.096 -1.395
16 C 0.425 -3.985 -0.584
17 O 2.074 -5.666 -1.080
18 H 0.737 -5.887 -4.517
19 H 0.109 -7.242 -3.545
20 H 1.776 -6.651 -3.345
21 H -0.594 -5.045 -2.541
22 H 0.492 -3.145 -1.276
23 H 1.001 -3.860 0.331
24 H -0.590 -4.158 -0.226
25 C -0.105 2.016 -0.850
26 N 0.279 1.220 0.313
27 C -0.187 -0.021 0.429
28 C 0.214 -0.815 1.649
29 O -0.859 -0.565 -0.441
30 H 0.228 1.557 -1.776
31 H 0.311 3.010 -0.678
32 H -1.182 2.199 -0.837
33 H 1.007 1.602 0.918
34 H 0.052 -1.876 1.500
35 H -0.451 -0.518 2.469
36 H 1.219 -0.549 1.971
37 C -0.524 -1.797 -4.055
38 N -1.479 -1.772 -2.949
39 C -2.788 -1.992 -3.173
40 C -3.709 -1.576 -2.060
41 O -3.207 -2.432 -4.238
42 H -0.471 -0.775 -4.439
43 H -0.840 -2.400 -4.900
44 H 0.426 -2.187 -3.693
45 H -1.159 -1.434 -2.051
46 H -3.193 -1.014 -1.285
47 H -4.196 -2.437 -1.601
48 H -4.497 -0.961 -2.491
49 C 6.431 -4.205 1.020
50 N 5.203 -3.468 1.166
51 C 4.869 -2.691 2.219
52 C 3.463 -2.111 2.121
53 O 5.588 -2.486 3.184
54 H 6.219 -5.276 1.087
55 H 7.160 -3.992 1.798
56 H 6.948 -4.035 0.075
57 H 4.488 -3.678 0.488
58 H 3.187 -1.807 1.110
59 H 3.349 -1.250 2.772
60 H 2.797 -2.939 2.376
61 C -2.702 -2.629 2.750
62 N -4.043 -2.790 3.278
63 C -5.171 -3.030 2.581
64 C -5.051 -3.032 1.069
65 O -6.239 -3.293 3.112
66 H -2.662 -1.932 1.910
67 H -2.365 -3.581 2.324
68 H -2.040 -2.322 3.554
69 H -4.160 -2.752 4.277
70 H -4.331 -3.821 0.802
71 H -4.643 -2.122 0.623
72 H -5.910 -3.311 0.465
73 C 0.000 4.436 -4.772
74 N 0.558 3.121 -4.572
75 C 1.586 2.808 -3.739
76 C 2.097 3.908 -2.810
77 O 2.061 1.687 -3.723
78 H 0.756 5.222 -4.796
79 H -0.695 4.728 -3.978
80 H -0.535 4.500 -5.716
81 H 0.233 2.338 -5.115
82 H 2.806 4.504 -3.391
83 H 2.658 3.481 -1.985
84 H 1.264 4.525 -2.481
85 C -3.607 0.917 2.124
86 N -3.832 2.128 1.357
87 C -4.232 2.165 0.075
88 C -4.296 3.549 -0.573
89 O -4.489 1.162 -0.580
90 H -2.542 0.687 2.106
91 H -4.171 0.073 1.734
92 H -3.990 1.059 3.134
93 H -3.520 2.982 1.802
94 H -5.300 3.604 -0.995
95 H -3.567 3.618 -1.375
96 H -4.177 4.348 0.157
97 C 4.142 1.259 0.339
98 N 4.343 1.683 1.725
99 C 3.377 2.263 2.455
100 C 3.786 2.818 3.790
101 O 2.206 2.315 2.078
102 H 5.121 1.345 -0.125
103 H 3.359 1.815 -0.168
104 H 3.834 0.212 0.315
105 H 5.283 1.772 2.068
106 H 2.931 3.149 4.373
107 H 4.539 3.608 3.769
108 H 4.257 2.040 4.402

Mulliken population analysis, charges in e, atoms 1 to 99: C -0.99; N -0.06; C 0.81; C -0.58; O -0.71; H 0.33; H 0.21; H 0.38; H 0.11; H 0.19; H -0.23; H 0.48; C -0.94; N -0.12; C 0.47; C -0.37; O -0.68; H 0.30; H 0.31; H 0.33; H 0.20; H 0.03; H 0.11; H 0.36; C -0.55; N 0.99; C 0.11; C -0.54; O -0.79; H 0.28; H -0.18; H 0.14; H -0.08; H 0.29; H 0.15; H -0.19; C -0.95; N 0.40; C 0.67; C -0.27; O -0.73; H 0.26; H 0.38; H 0.31; H 0.25; H -0.25; H 0.16; H 0.34; C -0.96; N -0.15; C 0.60; C -0.79; O -0.67; H 0.31; H 0.35; H 0.31; H 0.18; H 0.18; H 0.25; H 0.39; C -0.66; N -0.08; C 0.30; C -0.52; O -0.67; H -0.03; H 0.32; H 0.42; H 0.24; H 0.35; H -0.08; H 0.45; C -0.93; N -0.08; C 0.74; C -0.87; O -0.67; H 0.32; H 0.22; H 0.35; H 0.28; H 0.45; H 0.01; H 0.25; C -0.80; N -0.04; C 0.77; C -1.07; O -0.62; H 0.07; H 0.27; H 0.38; H 0.18; H 0.40; H 0.17; H 0.29; C -0.19; N -0.09; C 0.54

#Q
C27H63N9O9 | ωB97M-V/def2-TZVPD

Its SMILES is CN(C)C=O.CN(C)C=O.CN(C)C=O.CN(C)C=O.CN(C)C=O.CN(C)C=O.CN(C)C=O.CN(C)C=O.CN(C)C=O. As for the molar mass: 657.86 g mol⁻¹. The calculation puts the LUMO energy at 0.2 eV. The multiplicity is 1. The frontier orbital gap comes out at 8.9105 eV. The value obtained for the HOMO energy is -8.6742 eV.

Element x y z (Å)
1 C 3.758 -3.217 -4.254
2 N 2.960 -3.131 -3.030
3 C 3.484 -3.807 -1.891
4 C 1.657 -2.817 -3.119
5 O 0.867 -2.868 -2.190
6 H 4.796 -3.371 -3.966
7 H 3.732 -2.293 -4.829
8 H 3.426 -4.075 -4.841
9 H 4.002 -4.761 -2.039
10 H 4.263 -3.143 -1.487
11 H 2.770 -3.992 -1.090
12 H 1.421 -2.378 -4.106
13 C 3.371 1.356 -1.029
14 N 2.933 0.567 0.092
15 C 3.367 -0.817 0.145
16 C 2.320 1.159 1.139
17 O 1.948 0.606 2.164
18 H 2.825 1.112 -1.948
19 H 4.437 1.167 -1.202
20 H 3.264 2.431 -0.894
21 H 2.944 -1.411 -0.671
22 H 4.420 -0.743 -0.158
23 H 3.261 -1.350 1.081
24 H 2.299 2.262 1.021
25 C -0.601 -1.929 2.067
26 N 0.545 -2.828 2.230
27 C 1.115 -2.907 3.552
28 C 1.113 -3.420 1.174
29 O 2.211 -3.966 1.243
30 H -0.513 -1.095 2.760
31 H -1.566 -2.379 2.302
32 H -0.618 -1.512 1.059
33 H 2.113 -2.453 3.555
34 H 0.514 -2.363 4.273
35 H 1.247 -3.937 3.888
36 H 0.601 -3.180 0.235
37 C 3.096 0.604 -8.012
38 N 2.006 0.040 -7.241
39 C 1.562 0.892 -6.144
40 C 1.525 -1.208 -7.456
41 O 0.622 -1.687 -6.794
42 H 3.306 0.023 -8.916
43 H 4.031 0.562 -7.450
44 H 2.872 1.592 -8.412
45 H 2.446 1.063 -5.521
46 H 1.210 1.865 -6.479
47 H 0.828 0.383 -5.530
48 H 2.018 -1.653 -8.337
49 C -0.644 -0.071 -2.042
50 N -1.371 0.768 -1.114
51 C -0.720 1.981 -0.673
52 C -2.549 0.338 -0.579
53 O -3.115 0.919 0.334
54 H -0.304 0.458 -2.935
55 H -1.212 -0.955 -2.329
56 H 0.236 -0.451 -1.509
57 H -1.406 2.550 -0.049
58 H 0.219 1.908 -0.126
59 H -0.568 2.630 -1.541
60 H -2.832 -0.629 -1.020
61 C -5.189 0.793 3.566
62 N -4.664 -0.506 3.933
63 C -4.550 -0.753 5.347
64 C -4.216 -1.356 2.984
65 O -3.668 -2.416 3.248
66 H -6.215 0.867 3.940
67 H -5.054 1.045 2.517
68 H -4.709 1.620 4.109
69 H -5.530 -0.702 5.832
70 H -4.148 -1.744 5.539
71 H -3.936 0.035 5.793
72 H -4.345 -0.928 1.980
73 C 0.170 7.835 0.297
74 N 0.512 6.518 0.807
75 C 0.421 6.338 2.249
76 C 0.882 5.545 -0.050
77 O 1.106 4.395 0.295
78 H 0.260 7.860 -0.788
79 H 0.832 8.621 0.668
80 H -0.855 8.086 0.570
81 H 0.871 5.402 2.556
82 H 1.043 7.146 2.648
83 H -0.574 6.451 2.670
84 H 0.912 5.875 -1.099
85 C -1.591 1.421 3.287
86 N -0.861 2.470 4.013
87 C 0.316 2.024 4.732
88 C -1.229 3.759 3.974
89 O -0.646 4.675 4.533
90 H -0.947 1.098 2.463
91 H -2.560 1.764 2.950
92 H -1.532 0.570 3.969
93 H 1.213 2.053 4.115
94 H 0.451 2.591 5.652
95 H 0.195 0.987 5.050
96 H -2.159 3.943 3.408
97 C -2.080 -4.236 -1.145
98 N -2.873 -4.116 0.063
99 C -2.301 -4.761 1.219
100 C -3.936 -3.294 0.145
101 O -4.340 -2.601 -0.772
102 H -1.870 -5.238 -1.514
103 H -1.154 -3.679 -0.992
104 H -2.573 -3.704 -1.959
105 H -2.113 -5.826 1.076
106 H -1.344 -4.349 1.544
107 H -2.930 -4.609 2.098
108 H -4.429 -3.410 1.118

Mulliken population analysis, charges in e, atoms 1 to 99: C -0.99; N 0.29; C -0.92; C -0.25; O -0.54; H 0.39; H 0.27; H 0.32; H 0.39; H 0.37; H 0.15; H 0.52; C -1.04; N 0.48; C -1.06; C -0.27; O -0.61; H 0.30; H 0.35; H 0.31; H 0.27; H 0.37; H 0.24; H 0.52; C -0.38; N 0.51; C -1.16; C 0.47; O -0.73; H -0.06; H 0.26; H 0.18; H 0.27; H 0.36; H 0.35; H -0.02; C -0.96; N 0.11; C -0.97; C 0.19; O -0.58; H 0.32; H 0.35; H 0.31; H 0.33; H 0.34; H 0.27; H 0.30; C -0.66; N 0.31; C -1.13; C 0.24; O -0.61; H 0.24; H 0.26; H 0.08; H 0.34; H 0.24; H 0.46; H 0.25; C -1.02; N 0.20; C -1.00; C 0.40; O -0.70; H 0.36; H 0.28; H 0.35; H 0.35; H 0.28; H 0.31; H 0.17; C -0.90; N 0.19; C -0.93; C 0.09; O -0.51; H 0.27; H 0.32; H 0.33; H 0.22; H 0.31; H 0.33; H 0.30; C -0.27; N 0.22; C -1.02; C 0.12; O -0.65; H -0.05; H 0.07; H 0.26; H 0.24; H 0.39; H 0.31; H 0.38; C -0.77; N 0.25; C -0.90

Stability verdict: #P, ahead by 0.1614 hartree

#P
C2H3F3O | ωB97M-V/def2-TZVPD

As for the molar mass: 100.04 g mol⁻¹. The calculation puts the LUMO energy (alpha / beta) at 0.8 / -2.7 eV. The multiplicity is 3. The frontier orbital gap (alpha / beta) comes out at 6.7190 / 8.5007 eV. The value obtained for the HOMO energy (alpha / beta) is -5.9609 / -11.1525 eV. The expectation value of S² is 2.005.

Element x y z (Å)
1 C -1.176 0.826 1.052
2 C -0.725 -0.333 0.676
3 O 1.860 -0.141 -1.256
4 F -0.276 -1.297 1.497
5 F -0.614 -0.709 -0.635
6 F 2.624 -0.184 -2.370
7 H -1.772 1.380 0.406
8 H 1.135 -0.849 -1.481
9 H -1.056 1.305 2.111

List of Mulliken charges in e, atom by atom: C -0.80; C 0.66; O -0.23; F -0.21; F -0.27; F -0.14; H 0.34; H 0.37; H 0.28

#Q
C2H3F3O | ωB97M-V/def2-TZVPD

As for the molar mass: 100.04 g mol⁻¹. The calculation puts the LUMO energy (alpha / beta) at 0.8 / -2.8 eV. The multiplicity is 3. The frontier orbital gap (alpha / beta) comes out at 8.2668 / 8.4767 eV. The value obtained for the HOMO energy (alpha / beta) is -7.4653 / -11.2528 eV. The expectation value of S² is 2.043.

Element x y z (Å)
1 C -0.659 0.579 0.421
2 C 1.103 -0.394 -0.264
3 O -1.646 0.411 -0.375
4 F 1.831 0.414 -1.040
5 F 1.877 -0.640 0.844
6 F -2.136 -0.960 -0.420
7 H -0.757 0.271 1.463
8 H -0.452 1.730 0.260
9 H 0.840 -1.411 -0.889

List of Mulliken charges in e, atom by atom: C -0.28; C 0.32; O -0.13; F -0.19; F -0.21; F -0.32; H 0.31; H 0.27; H 0.24

Stability verdict: #Q, ahead by 0.0298 hartree

#P
C2H3Cl2N | ωB97M-V/def2-TZVPD

As for the molar mass: 111.96 g mol⁻¹. The calculation puts the LUMO energy at -1.3 eV. The multiplicity is 1. The frontier orbital gap comes out at 8.4932 eV. The value obtained for the HOMO energy is -9.7535 eV.

Element x y z (Å)
1 C 0.799 -0.252 0.045
2 C -0.832 1.530 1.772
3 N -0.273 -0.347 -0.629
4 Cl -0.990 1.875 3.379
5 Cl -0.543 2.933 0.790
6 H 1.771 -0.565 -0.251
7 H 0.946 -0.019 1.138
8 H -1.075 -0.013 -0.073

List of Mulliken charges in e, atom by atom: C -0.14; C -0.08; N -0.57; Cl -0.03; Cl -0.01; H 0.29; H 0.16; H 0.39

#Q
C2H3Cl2N | ωB97M-V/def2-TZVPD

Its SMILES is [H]/N=C\C(Cl)Cl. As for the molar mass: 111.96 g mol⁻¹. The calculation puts the LUMO energy at 0.7 eV. The multiplicity is 1. The frontier orbital gap comes out at 10.9874 eV. The value obtained for the HOMO energy is -10.3165 eV.

Element x y z (Å)
1 H -1.276 1.458 -0.376
2 N -1.339 0.549 -0.913
3 C -0.508 -0.316 -0.548
4 C 0.579 -0.194 0.632
5 Cl 0.631 1.538 0.881
6 Cl 2.194 -0.739 -0.001
7 H -0.561 -1.324 -1.098
8 H 0.280 -0.971 1.423

List of Mulliken charges in e, atom by atom: H 0.24; N -0.55; C -0.06; C 0.11; Cl -0.19; Cl -0.16; H 0.31; H 0.31

#R
C2H3Cl2N | ωB97M-V/def2-TZVPD

As for the molar mass: 111.96 g mol⁻¹. The calculation puts the LUMO energy (alpha / beta) at -0.2 / -0.2 eV. The multiplicity is 1. The frontier orbital gap (alpha / beta) comes out at 10.4372 / 8.2912 eV. The value obtained for the HOMO energy (alpha / beta) is -10.6616 / -8.4770 eV.

Element x y z (Å)
1 C -0.322 0.597 0.359
2 C -0.185 -0.796 -0.034
3 N 0.264 0.283 -0.850
4 Cl -1.529 -1.743 -0.708
5 Cl 1.065 -1.919 0.605
6 H -0.829 1.438 0.884
7 H 1.903 1.810 1.405
8 H -0.366 0.330 -1.660

List of Mulliken charges in e, atom by atom: C -0.65; C 0.87; N -0.44; Cl -0.18; Cl -0.19; H 0.32; H 0.02; H 0.25

#S
C2H3Cl2N | ωB97M-V/def2-TZVPD

Its SMILES is ClC1(Cl)CN1. As for the molar mass: 111.96 g mol⁻¹. The calculation puts the LUMO energy at 0.8 eV. The multiplicity is 1. The frontier orbital gap comes out at 10.2223 eV. The value obtained for the HOMO energy is -9.4319 eV.

Element x y z (Å)
1 Cl -0.347 2.007 0.716
2 C 0.481 0.616 0.133
3 Cl 2.181 0.625 0.300
4 C -0.217 -0.441 -0.646
5 N -0.260 -0.928 0.724
6 H -1.145 -0.169 -1.145
7 H 0.429 -1.054 -1.269
8 H -1.123 -0.657 1.187

List of Mulliken charges in e, atom by atom: Cl -0.14; C 0.41; Cl -0.15; C -0.33; N -0.56; H 0.26; H 0.26; H 0.24

Stability verdict: #Q, ahead by 0.0360 hartree

#P
CH7NO2 | ωB97M-V/def2-TZVPD

Its SMILES is C=N.O.O. As for the molar mass: 65.07 g mol⁻¹. The calculation puts the LUMO energy at 0.9 eV. The multiplicity is 1. The frontier orbital gap comes out at 11.4821 eV. The value obtained for the HOMO energy is -10.6096 eV.

Element x y z (Å)
1 C 1.706 -0.046 0.519
2 N 0.530 -0.069 0.944
3 H 1.936 -0.213 -0.536
4 H 2.629 0.140 1.083
5 H 0.440 0.127 1.939
6 O -2.531 -0.045 0.525
7 H -1.719 0.318 0.877
8 H -2.687 -0.961 0.774
9 O 0.121 0.031 -2.295
10 H -0.244 -0.221 -1.425
11 H -0.181 0.939 -2.406

List of Mulliken charges in e, atom by atom: C -0.26; N -0.44; H 0.24; H 0.23; H 0.23; O -0.64; H 0.35; H 0.31; O -0.67; H 0.34; H 0.32

#Q
CH7NO2 | ωB97M-V/def2-TZVPD

As for the molar mass: 65.07 g mol⁻¹. The calculation puts the LUMO energy at -3.5 eV. The multiplicity is 1. The frontier orbital gap comes out at 6.0796 eV. The value obtained for the HOMO energy is -9.5644 eV.

Element x y z (Å)
1 N 0.667 -0.830 -0.588
2 C -0.285 -0.177 0.028
3 O 2.181 0.775 0.383
4 H -0.538 -0.439 1.072
5 H 1.632 -0.344 -0.362
6 H -1.385 -0.159 -0.538
7 H -0.016 0.877 0.087
8 H 3.062 1.154 0.453
9 H 0.687 -1.837 -0.440
10 H -3.439 0.669 -0.149
11 O -2.565 0.311 0.054

List of Mulliken charges in e, atom by atom: N -0.20; C -0.42; O -0.79; H 0.27; H 0.37; H 0.30; H 0.35; H 0.22; H 0.27; H 0.25; O -0.63

Stability verdict: #P, ahead by 0.2296 hartree